{
  "formula": "C15H12",
  "method": "ωB97M-V with the def2-TZVPD basis set",
  "fmax_ha_per_bohr": 0.072,
  "homo_energy_ev": [-6.87, -6.98],
  "de_lowest_kj_mol": 36.5,
  "mol_weight_g_mol": 192.3,
  "elements": ["C", "C", "C", "C", "C", "C", "C", "C", "C", "C", "C", "C", "C", "C", "C", "H", "H", "H", "H", "H", "H", "H", "H", "H", "H", "H", "H"],
  "xyz": [[-1.8497, 0.5554, 3.4687], [2.8319, -0.0758, -2.6641], [3.1204, -0.7984, -1.5168], [-0.5431, 0.8982, 3.3415], [-2.3867, -0.5352, 2.8618], [1.5312, 0.3292, -2.8596], [2.0488, -1.2274, -0.7344], [0.2731, 0.2999, 2.4319], [-1.6122, -1.1202, 1.9061], [0.4434, 0.1969, -2.0514], [0.7143, -0.5998, -0.8661], [-0.3569, -0.6338, 1.5201], [-0.8344, 0.7778, -2.5006], [0.0943, -0.9946, 0.3017], [-1.9978, 0.8367, -1.8862], [-2.5120, 1.1985, 4.0852], [3.5894, 0.0046, -3.4651], [4.1500, -1.1766, -1.4168], [-0.1818, 1.7609, 3.9116], [-3.4872, -0.8127, 3.0391], [1.4922, 1.0440, -3.6904], [2.1790, -1.8674, 0.1879], [1.2697, 0.6769, 2.2348], [-2.0142, -1.8875, 1.1580], [-0.8944, 1.2867, -3.4654], [-2.1495, 0.5930, -0.8363], [-2.9176, 1.2708, -2.4948]],
  "atomic_forces_ev_per_a": [[-2.3, 1.3, 2.2], [0.6, -0.8, 0.1], [0.1, -1.3, -0.1], [1.6, 1.3, 0.4], [-2.3, -0.6, -0.3], [1.0, 2.2, -2.1], [0.2, 0.8, 0.8], [-0.2, -0.1, -1.5], [-1.2, -2.5, -2.4], [-0.4, -0.6, 1.4], [1.4, -1.3, 0.4], [0.5, 1.1, 1.7], [0.2, 0.3, -0.2], [-0.3, 0.4, -1.7], [-2.6, 1.0, -0.3], [0.6, -0.6, -0.2], [-0.5, 0.4, 0.7], [-0.7, 0.1, 0.4], [0.0, -0.4, -0.1], [2.0, 0.3, -0.4], [-0.8, -0.5, -0.1], [0.0, 0.6, -1.4], [0.0, -0.2, 0.1], [0.3, 0.9, 1.5], [0.8, -0.6, -0.1], [-0.1, -0.3, -0.2], [2.0, -0.9, 1.6]],
  "lowdin_charge": [-0.13, -0.10, -0.09, -0.11, -0.10, -0.09, -0.03, 0.00, -0.07, -0.16, -0.13, -0.26, -0.15, 0.11, 0.00, 0.12, 0.11, 0.11, 0.12, 0.14, 0.12, 0.13, 0.11, 0.14, 0.10, 0.05, 0.10]
}

***

{
  "formula": "C27H25N3PPdS",
  "method": "ωB97M-V with the def2-TZVPD basis set",
  "fmax_ha_per_bohr": 0.020,
  "homo_energy_ev": -10.55,
  "de_lowest_kj_mol": 178.8,
  "mol_weight_g_mol": 561.0,
  "total_charge": 1,
  "elements": ["Pd", "S", "C", "C", "C", "C", "C", "C", "C", "C", "C", "N", "H", "H", "H", "H", "H", "H", "C", "P", "C", "C", "C", "C", "C", "C", "C", "C", "C", "C", "C", "C", "H", "H", "H", "H", "H", "H", "H", "H", "H", "H", "H", "H", "H", "N", "C", "C", "C", "C", "C", "N", "H", "H", "H", "H", "H", "H"],
  "xyz": [[-0.4961, 0.4166, -0.2022], [2.1346, 3.7914, 0.7801], [1.5006, 3.2075, 2.2519], [0.6526, 2.1554, 2.0716], [0.5120, 1.8204, 0.7052], [1.2644, 2.6160, -0.1311], [1.3257, 2.5236, -1.6045], [2.0965, 3.3688, -2.4010], [2.0767, 3.1899, -3.7713], [1.2915, 2.1807, -4.3173], [0.5553, 1.3906, -3.4513], [0.5730, 1.5583, -2.1301], [1.7836, 3.6754, 3.1815], [0.1411, 1.6656, 2.8872], [2.6982, 4.1470, -1.9506], [2.6679, 3.8319, -4.4106], [1.2473, 2.0130, -5.3837], [-0.0790, 0.5960, -3.8287], [0.8816, -2.2838, -1.5664], [0.8496, -1.4230, 0.0328], [2.3468, -1.9635, 0.8821], [3.5802, -1.6362, 0.3174], [4.7531, -2.0486, 0.9260], [4.7014, -2.7769, 2.1074], [3.4777, -3.0894, 2.6800], [2.2982, -2.6834, 2.0722], [-0.5526, -2.2049, 0.9286], [-1.1798, -3.3645, 0.4708], [-2.3086, -3.8608, 1.1160], [-2.8184, -3.2054, 2.2219], [-2.1877, -2.0620, 2.7043], [-1.0664, -1.5688, 2.0672], [0.9302, -3.3622, -1.4262], [1.7712, -1.9703, -2.1136], [0.0071, -2.0214, -2.1630], [3.6282, -1.0506, -0.5943], [5.7075, -1.7966, 0.4837], [5.6182, -3.0982, 2.5834], [3.4381, -3.6525, 3.6028], [1.3471, -2.9338, 2.5232], [-0.7973, -3.8900, -0.3929], [-2.7822, -4.7633, 0.7528], [-3.6993, -3.5891, 2.7195], [-2.5748, -1.5557, 3.5787], [-0.5442, -0.7159, 2.4843], [-3.5017, -0.4237, -0.5102], [-3.4608, 0.9435, -0.5506], [-4.6526, 1.6759, -0.6585], [-4.6022, 3.0450, -0.6276], [-3.3694, 3.6854, -0.4916], [-2.2468, 2.9074, -0.3962], [-2.2764, 1.5573, -0.4302], [-4.3440, -0.8815, -0.8117], [-2.6565, -0.9645, -0.6021], [-5.5923, 1.1487, -0.7520], [-5.5152, 3.6202, -0.7052], [-3.2874, 4.7614, -0.4626], [-1.2656, 3.3478, -0.2955]],
  "atomic_forces_ev_per_a": [[-0.4, -0.5, -0.2], [0.0, 0.0, 0.0], [0.0, 0.1, 0.0], [-0.1, -0.1, 0.1], [0.8, 0.0, -0.5], [-0.1, 0.0, 0.0], [0.1, 0.0, 0.4], [0.0, 0.0, 0.0], [0.0, 0.0, 0.0], [0.0, 0.0, 0.0], [0.2, 0.2, 0.0], [-0.1, -0.2, -0.6], [0.0, 0.0, 0.0], [0.0, 0.0, 0.0], [0.0, 0.0, 0.0], [0.0, 0.0, 0.0], [0.0, 0.0, 0.0], [0.0, 0.0, 0.0], [0.3, 0.1, -0.1], [-0.6, 0.0, 0.8], [0.1, 0.2, 0.0], [0.0, 0.0, 0.0], [0.0, 0.0, 0.0], [0.0, 0.0, 0.0], [0.0, 0.0, 0.0], [0.0, 0.0, 0.0], [0.1, -0.3, -0.2], [-0.1, 0.1, 0.0], [0.1, 0.0, -0.1], [0.0, 0.1, 0.1], [-0.1, -0.1, 0.1], [0.3, -0.1, 0.1], [0.0, 0.0, 0.0], [0.0, 0.0, 0.0], [0.0, 0.0, 0.0], [0.0, 0.0, 0.0], [0.0, 0.0, 0.0], [0.0, 0.0, 0.0], [0.0, 0.0, 0.0], [0.0, 0.0, 0.0], [0.0, 0.0, 0.0], [0.0, 0.0, 0.0], [0.0, 0.0, 0.0], [0.0, 0.0, 0.0], [-0.1, 0.1, -0.1], [0.1, 0.0, -0.1], [0.0, 0.0, 0.1], [0.0, 0.0, 0.0], [0.0, 0.0, 0.0], [0.0, 0.0, 0.0], [0.0, -0.1, -0.1], [-0.1, 0.3, 0.3], [0.0, 0.0, 0.0], [-0.1, 0.0, 0.1], [0.0, 0.0, 0.0], [0.0, 0.0, 0.0], [0.0, 0.0, 0.0], [0.0, 0.0, 0.0]],
  "lowdin_charge": [0.72, 1.06, -0.40, -0.19, -0.33, -0.52, -0.30, -0.02, -0.05, -0.05, -0.13, 0.05, 0.07, 0.10, 0.10, 0.12, 0.11, 0.11, -0.23, 0.94, -0.35, -0.09, -0.07, -0.06, -0.06, -0.07, -0.41, -0.09, -0.07, -0.07, -0.06, -0.13, 0.05, 0.05, 0.05, 0.11, 0.11, 0.11, 0.11, 0.10, 0.09, 0.11, 0.11, 0.11, 0.09, 0.15, -0.36, -0.01, -0.05, -0.05, -0.11, 0.00, 0.11, 0.06, 0.12, 0.12, 0.11, 0.10]
}